(1)
Formula: C7H16IN2
Source: OMol25
Level of theory: ωB97M-V/def2-TZVPD

Structure (ORCA input):
```
! RIJCOSX wB97M-V def2-TZVPD def2/J DEFGRID3
* xyz 1 1
I 3.65 -0.27 0.54
N -0.09 2.22 -0.32
N 0.21 -2.46 -0.47
C -1.05 1.66 -1.21
C 0.28 3.55 -0.54
C 0.33 1.50 0.70
C -1.80 -1.74 0.22
C -0.70 -3.56 -0.91
C -1.94 -2.77 -0.90
C -0.35 -1.43 0.06
H 0.08 0.51 0.75
H -2.74 -3.40 -0.79
H -1.57 0.78 -0.76
H -0.50 1.25 -2.02
H -0.69 -4.48 -0.25
H 0.39 3.82 -1.58
H -1.93 -2.25 -1.84
H -0.50 -3.97 -1.92
H -1.76 2.44 -1.52
H 1.07 3.76 0.15
H 4.51 0.24 -0.59
H -0.47 4.19 -0.17
H 1.31 -2.47 -0.54
H -1.91 -2.32 1.25
H 1.21 1.79 1.22
H -2.51 -0.87 0.17
*
```

Values from the calculation:
Kohn-Sham gap ... 7.377 eV

=====

(2)
Formula: C5H14N2O
Source: OMol25
Level of theory: ωB97M-V/def2-TZVPD

Structure (ORCA input):
```
! RIJCOSX wB97M-V def2-TZVPD def2/J DEFGRID3
* xyz 0 1
O -1.36 -1.57 0.75
N 0.91 1.51 -2.05
N -0.43 0.88 1.38
C -2.65 -1.13 0.38
C 0.49 0.55 -1.03
C 0.12 1.53 0.20
C 1.62 -0.40 -0.67
C 1.78 -1.05 0.68
H -0.63 2.16 -0.33
H 2.01 -0.25 1.42
H -0.38 -0.05 -1.32
H 1.04 2.09 0.36
H 0.71 1.36 -3.07
H -3.33 -2.01 0.38
H 2.58 -1.74 0.73
H -1.03 1.55 1.87
H -3.11 -0.33 1.08
H -0.87 -0.10 1.24
H 1.70 -1.02 -1.57
H 0.87 -1.48 1.07
H -2.59 -0.70 -0.63
H 2.54 0.19 -0.89
*
```

Values from the calculation:
Kohn-Sham gap ... 3.671 eV

=====

(3)
Formula: C30H48O12S2
Source: OMol25
Level of theory: ωB97M-V/def2-TZVPD

Structure (ORCA input):
```
! RIJCOSX wB97M-V def2-TZVPD def2/J DEFGRID3
* xyz 0 1
S -20.27 6.91 1.91
S -23.84 16.86 3.32
O -21.00 15.16 -2.33
O -20.12 5.55 1.22
O -22.84 9.23 4.34
O -24.43 12.37 7.57
O -24.12 13.98 6.08
O -28.22 10.94 4.53
O -24.85 8.50 3.66
O -19.74 16.69 -3.44
O -22.89 17.69 2.46
O -21.93 12.45 1.55
O -27.41 11.17 2.45
O -20.85 13.79 2.94
C -23.19 11.93 1.35
C -25.21 14.45 8.16
C -24.57 13.61 7.12
C -24.62 9.57 -4.57
C -24.36 8.21 -4.45
C -21.06 14.71 -0.98
C -21.83 13.15 2.63
C -24.21 10.45 -3.60
C -20.05 16.11 -2.43
C -19.39 16.45 -1.14
C -20.81 6.58 3.65
C -24.87 13.67 9.36
C -23.19 8.59 -2.41
C -28.45 11.74 5.71
C -23.50 9.99 -2.52
C -27.68 11.67 3.55
C -23.19 16.91 5.08
C -27.42 13.10 3.97
C -20.12 15.54 -0.12
C -23.15 13.07 3.40
C -28.42 13.20 5.19
C -23.95 8.87 4.61
C -26.02 8.66 5.69
C -26.17 8.42 4.22
C -24.01 12.09 2.57
C -23.64 7.71 -3.34
C -25.32 17.82 3.79
C -21.96 7.54 1.53
C -24.83 12.23 8.94
C -24.52 8.82 6.00
H -19.52 17.52 -0.97
H -20.75 13.66 -0.93
H -26.43 7.88 6.33
H -26.23 17.32 3.44
H -25.85 11.89 9.09
H -27.44 13.84 3.18
H -21.30 7.51 3.93
H -28.01 13.89 5.92
H -24.36 9.77 6.51
H -23.60 14.06 3.39
H -25.11 9.82 -5.50
H -21.44 5.70 3.74
H -23.22 17.96 5.39
H -25.03 12.45 2.44
H -22.18 16.52 5.20
H -27.75 11.43 6.49
H -23.82 16.27 5.68
H -19.39 14.95 0.43
H -24.20 8.01 6.66
H -24.11 11.68 9.53
H -29.47 11.44 5.93
H -26.59 9.56 5.95
H -26.28 14.44 7.99
H -22.92 12.72 4.41
H -23.02 10.72 -1.89
H -23.39 6.66 -3.27
H -25.46 18.78 3.29
H -26.85 9.11 3.73
H -19.92 6.42 4.25
H -18.33 16.22 -1.22
H -23.63 12.32 0.42
H -24.73 7.53 -5.20
H -22.05 7.68 0.45
H -25.70 13.86 10.04
H -29.39 13.53 4.80
H -20.64 16.22 0.55
H -22.49 8.14 -1.72
H -24.11 11.26 3.27
H -26.64 7.44 4.23
H -23.88 14.01 9.64
H -22.83 6.98 1.88
H -23.17 10.85 1.18
H -21.97 8.54 1.97
H -22.09 14.90 -0.66
H -24.97 15.51 8.12
H -25.49 18.03 4.84
H -26.41 13.11 4.39
H -24.26 11.53 -3.67
*
```

Values from the calculation:
Kohn-Sham gap ... 8.368 eV

=====

(4)
Formula: C6H23NO6
Source: OMol25
Level of theory: ωB97M-V/def2-TZVPD

Structure (ORCA input):
```
! RIJCOSX wB97M-V def2-TZVPD def2/J DEFGRID3
* xyz 0 1
O -4.41 2.52 2.88
O 1.90 1.90 1.42
O -5.35 2.11 -4.55
O 4.12 -1.23 0.59
O -3.78 -3.37 -0.78
O -4.34 0.80 -1.05
N 2.01 0.13 -1.02
C 2.05 -1.33 -0.94
C 2.79 -1.73 0.37
C 1.38 1.30 2.62
C 0.75 0.72 -0.41
C 1.01 2.11 0.28
C 5.11 -1.68 -0.32
H 0.70 0.45 2.49
H -4.19 -3.83 -0.05
H -5.32 2.35 3.15
H 2.65 -1.81 -1.71
H -4.32 -0.15 -0.98
H 5.92 -2.27 0.12
H 0.77 2.00 3.19
H -0.06 0.77 -1.14
H 0.10 2.49 0.74
H 0.49 -0.02 0.35
H 2.16 -1.41 1.20
H -4.90 1.95 -3.72
H -3.88 2.07 3.53
H 1.33 2.91 -0.38
H -6.02 1.43 -4.59
H -4.12 1.11 -0.17
H 2.76 0.32 -0.37
H -3.81 -3.99 -1.51
H 2.24 1.08 3.25
H 5.57 -0.80 -0.76
H 1.06 -1.77 -1.05
H 4.74 -2.35 -1.10
H 2.87 -2.82 0.42
*
```

Values from the calculation:
Structure (SMILES) ... COCCNCCOC.O.O.O.O
Kohn-Sham gap ... 8.899 eV

=====

(5)
Formula: CH3O3
Source: OMol25
Level of theory: ωB97M-V/def2-TZVPD

Structure (ORCA input):
```
! RIJCOSX wB97M-V def2-TZVPD def2/J DEFGRID3
* xyz -1 1
O 0.70 -1.26 1.71
O -0.44 0.95 -2.70
O -0.16 0.19 0.20
C 0.15 -0.19 1.34
H -0.07 0.49 2.20
H -1.39 0.75 -2.77
H -0.26 0.74 -1.77
*
```

Values from the calculation:
Kohn-Sham gap ... 8.358 eV

=====

(6)
Formula: C4H10O2PS
Source: OMol25
Level of theory: ωB97M-V/def2-TZVPD

Structure (ORCA input):
```
! RIJCOSX wB97M-V def2-TZVPD def2/J DEFGRID3
* xyz -1 1
S 3.10 1.43 -0.85
P 2.09 -0.69 -0.07
O 2.92 -0.79 1.40
O 2.80 -1.66 -0.91
C -1.47 0.67 -0.01
C -2.06 -1.36 1.06
C -0.94 1.53 -1.04
C -1.32 -0.61 0.03
H -1.50 1.46 -1.94
H -3.05 -0.93 1.23
H -0.53 -1.13 -0.61
H -1.02 2.70 -0.75
H 2.88 0.06 1.97
H -2.19 1.10 0.72
H -1.54 -1.24 2.09
H -1.97 -2.31 0.63
H 3.71 0.53 -1.60
H 0.10 1.24 -1.34
*
```

Values from the calculation:
Kohn-Sham gap ... 6.984 eV

=====

The evaluated HOMO for the records listed, in turn: -11.568 -7.830 -8.692 -8.590 -4.088 -3.365 eV.
The evaluated LUMO energy for the records listed, in turn: -4.19 -4.16 -0.32 0.31 4.27 3.62 eV.
The evaluated ΔE to the lowest compared entry with this formula, charge and spin for the records listed, in turn: 36.6 216.2 69.9 84.7 5.0 59.5 kcal per mole.